Below is the ion C6H12N3 with charge +1 in a non-equilibrium geometry, with properties calculated with ωB97M-V/def2-TZVPD.

Last column: Löwdin charge in e.
Atoms and positions in Å:
C1 -1.57295 -0.54228 -1.00014  -0.056
C2 -0.20888 -1.28412 1.95823  -0.008
C3 -0.93370 0.85628 -0.78574  -0.285
C4 0.53270 -0.60929 0.81562  -0.370
C5 -0.10894 1.17393 -2.02620  -0.019
C6 2.01147 -0.44546 0.75313  0.005
N1 -1.37234 -1.60858 -0.30880  0.093
N2 -0.31197 -1.68386 0.56173  -0.056
N3 -0.12387 0.90923 0.46640  0.163
H1 -2.32772 -0.49089 -1.80297  0.138
H2 0.28515 -2.01043 2.66869  0.137
H3 -1.23032 -0.92974 2.43149  0.162
H4 -1.74436 1.52179 -0.68439  0.138
H5 0.75581 0.55298 -2.19464  0.093
H6 0.05306 2.19861 -2.02854  0.067
H7 -0.70494 0.91159 -2.92826  0.114
H8 2.20338 0.38838 1.56883  0.144
H9 2.42577 -0.11463 -0.20583  0.088
H10 2.42606 -1.41503 1.01198  0.101
H11 0.63377 1.56677 0.35725  0.149
H12 -0.68717 1.05473 1.37215  0.202

Output
charge = +1
multiplicity = 1
energy relative to the best compared isomer or geometry (same formula, charge and spin) = 109.56 kcal per mole
gap between HOMO and LUMO = 9.83 eV
structure (SMILES) = C[C@H]1C=NN2C[C@]2(C)[NH2+]1

***

Below is the molecule C2H2NO2P in a non-equilibrium geometry, with properties calculated with ωB97M-V/def2-TZVPD.

Last column: Löwdin charge in e.
Atoms and positions in Å:
C1 0.00767 -0.63916 0.70752  -0.667
C2 0.23190 -0.18554 -0.76185  -0.090
N1 -0.41806 0.37631 1.48001  -0.187
O1 -0.02813 -1.74960 1.06391  0.113
O2 -0.01283 1.28437 -0.69959  -0.455
P1 -0.47374 1.80215 0.77433  0.999
H1 1.27699 -0.20217 -1.20637  0.145
H2 -0.58381 -0.68636 -1.35796  0.143

Output
multiplicity = 1
energy relative to the best compared isomer or geometry (same formula, charge and spin) = 9.06 kcal per mole
gap between HOMO and LUMO = 9.07 eV
structure (SMILES) = O=C1COP=N1

***

Below is a structure of composition C2H4Br2N in a non-equilibrium geometry, with properties calculated with ωB97M-V/def2-TZVPD.

Last column: Löwdin charge in e.
Atoms and positions in Å:
C1 -0.53716 1.00174 -0.79704  0.159
C2 0.45249 -0.62027 1.66993  -1.121
N1 -0.09832 -0.00127 -1.49135  0.190
Br1 2.17586 -0.34640 2.40323  0.592
Br2 -0.61321 -1.79822 2.69190  0.602
H1 0.09585 1.65282 -0.33891  0.082
H2 -1.66871 0.97953 -0.66489  0.163
H3 0.90423 -0.25528 -1.43702  0.168
H4 -0.71102 -0.61264 -2.03586  0.164

Output
charge = +1
multiplicity = 3
expectation value of S² = 2.011
energy relative to the best compared isomer or geometry (same formula, charge and spin) = 10.09 kcal per mole
gap between HOMO and LUMO (spin up / spin down) = 6.04 / 7.48 eV

***

Below is the molecule C10H14BNO in a non-equilibrium geometry, with properties calculated with ωB97M-V/def2-TZVPD.

Last column: Löwdin charge in e.
Atoms and positions in Å:
B1 1.37485 1.06669 0.28277  -0.409
C1 -3.40887 -0.32408 0.12386  -0.089
C2 -2.72297 0.63797 -0.61701  -0.088
C3 -2.72638 -1.17536 0.96072  -0.063
C4 -1.36817 0.60691 -0.74444  -0.033
C5 -1.33687 -1.12713 0.96449  -0.004
C6 -0.67409 -0.30493 0.07419  -0.285
C7 1.42126 -1.51126 -0.02992  -0.342
C8 0.71965 2.53488 0.55598  -0.005
C9 3.00971 1.03461 0.12782  -0.011
C10 0.91974 -2.33140 -1.18409  0.031
N1 0.67379 -0.09457 0.16258  0.119
O1 2.33369 -1.77413 0.66404  0.150
H1 -4.43316 -0.30848 0.16261  0.072
H2 -3.33614 1.54768 -1.05831  0.149
H3 -3.14106 -1.80911 1.70466  0.099
H4 -0.97309 1.41174 -1.38728  0.133
H5 -0.87738 -1.68008 1.72703  0.110
H6 1.33195 2.80615 1.43679  0.083
H7 -0.24652 2.33810 0.76879  -0.008
H8 0.73996 3.08598 -0.36900  0.063
H9 3.35558 0.34467 -0.55549  0.019
H10 3.47481 0.64260 0.96396  0.036
H11 3.49478 1.88598 -0.23877  0.040
H12 0.11609 -1.90276 -1.64965  0.045
H13 0.53905 -3.35429 -1.03712  0.114
H14 1.73977 -2.24641 -1.80918  0.076

Output
multiplicity = 1
energy relative to the best compared isomer or geometry (same formula, charge and spin) = 0.00 kcal per mole
gap between HOMO and LUMO = 9.60 eV
structure (SMILES) = CB(C)N(C(C)=O)c1ccccc1